Entry 1:
{"formula": "C5H7NO", "method": "wB97M-V/def2-TZVPD", "homo_lumo_gap_ev": 11.00, "lumo_energy_ev": 1.0, "homo_ev": -10.04, "species": ["N", "C", "O", "C", "C", "C", "C", "H", "H", "H", "H", "H", "H", "H"], "xyz": [[-2.604, 0.374, -0.649], [-1.503, -0.110, -0.275], [-1.057, -0.155, 1.044], [0.037, 0.662, 0.540], [1.370, -0.021, 0.757], [1.042, -0.920, -0.470], [-0.140, 0.018, -0.870], [-3.114, 0.625, 0.204], [-0.245, 1.708, 0.671], [1.494, -0.507, 1.729], [2.205, 0.661, 0.570], [0.755, -1.941, -0.215], [1.833, -0.951, -1.224], [-0.072, 0.557, -1.814]], "forces_ev_per_angstrom": [[0.11, -0.49, 0.10], [-0.36, 0.23, -0.27], [-0.13, 0.20, 0.08], [0.40, 0.31, 0.21], [0.10, -0.01, 0.07], [0.02, -0.17, -0.08], [-0.10, 0.09, -0.19], [-0.26, -0.28, -0.25], [0.54, 0.05, 0.25], [-0.02, 0.09, -0.16], [-0.08, -0.14, 0.00], [-0.02, 0.15, -0.05], [-0.20, -0.02, 0.11], [0.00, -0.02, 0.19]], "nbo_charge": [-0.679, 0.548, -0.525, 0.099, -0.420, -0.392, -0.294, 0.350, 0.199, 0.224, 0.215, 0.224, 0.218, 0.232]}

---

Entry 2:
{"formula": "C5H7NO", "method": "wB97M-V/def2-TZVPD", "homo_lumo_gap_ev": [6.20, 6.20], "lumo_energy_ev": [-0.9, -0.9], "homo_ev": [-7.14, -7.14], "species": ["C", "C", "C", "C", "O", "C", "N", "H", "H", "H", "H", "H", "H", "H"], "xyz": [[-0.614, 1.475, 1.007], [0.188, 0.343, 0.391], [-0.047, 0.003, -1.035], [-0.224, -1.468, -1.221], [-0.146, -2.233, -0.235], [1.426, -0.048, 0.941], [2.395, -0.498, 1.416], [-0.159, 1.807, 1.946], [-1.635, 1.153, 1.240], [-0.700, 2.369, 0.367], [-0.093, -1.573, 0.591], [-0.893, 0.541, -1.497], [0.801, 0.189, -1.725], [-0.298, -1.969, -2.186]], "forces_ev_per_angstrom": [[-0.09, -0.04, 0.12], [-0.14, -0.35, 0.23], [0.04, -0.25, -0.03], [0.13, -0.03, -0.14], [-0.06, 0.24, 0.11], [0.47, -0.28, 0.28], [-0.51, 0.40, -0.42], [-0.07, -0.11, -0.15], [0.04, 0.15, 0.02], [0.14, -0.24, 0.02], [-0.05, 0.54, -0.17], [0.15, -0.21, 0.10], [0.04, 0.07, -0.01], [-0.10, 0.11, 0.02]], "nbo_charge": [-0.596, -0.489, -0.519, 0.500, -0.531, 0.234, -0.444, 0.229, 0.197, 0.190, 0.513, 0.266, 0.263, 0.188]}

---

no.,largest force on an atom (Eh/bohr)
1,0.0116
2,0.0152